This record from OMol25 describes a cluster of 8 separate species, C27H58NO13 in total. The level of theory is ωB97M-V/def2-TZVPD.

Last column: Mulliken charge in e.
Cartesian coordinates (Å):
1 C 3.801 -3.140 -0.321  -1.2941
2 H 3.415 0.960 -4.266  0.3042
3 C 0.460 -2.580 -3.341  -0.7572
4 H 0.902 0.412 0.110  -0.3485
5 H 3.028 -1.279 4.324  0.3166
6 H 0.851 2.990 -2.330  -0.2382
7 H 4.603 -0.435 -3.856  0.3475
8 C -1.620 0.282 5.595  -1.1758
9 H 3.058 -1.141 0.315  -0.5146
10 H -4.631 2.842 1.919  0.2873
11 H -3.543 4.202 -1.220  0.2402
12 C -4.018 1.918 1.725  -0.6454
13 H 1.861 3.924 -4.234  0.4540
14 C 1.354 3.971 -2.190  0.6809
15 H -4.128 -4.555 1.161  0.2465
16 H 0.415 4.540 -3.764  0.6309
17 C 0.553 -3.627 1.915  -0.8587
18 O 2.827 0.540 2.302  -0.4079
19 O -0.238 -1.763 -1.299  -0.2296
20 H 1.316 -0.647 4.073  -0.1384
21 H 1.325 -1.922 -3.107  -0.1581
22 H -2.948 -2.021 1.261  0.1219
23 C -3.628 -4.405 -1.921  -1.3899
24 H 4.392 2.540 -0.792  0.0371
25 H -0.540 0.211 0.572  0.1136
26 H -0.010 1.864 0.367  0.3547
27 H -5.274 -3.110 1.464  0.2554
28 O 2.039 3.489 0.532  -0.6470
29 H -1.828 -0.910 5.356  0.1607
30 H -4.283 -4.093 2.975  0.3727
31 C 1.387 4.563 -3.582  -2.2502
32 C 2.354 -0.438 4.454  -0.4881
33 C 3.114 -0.137 -2.342  0.7847
34 H 4.587 1.109 -3.138  0.4773
35 H 0.654 -3.967 0.777  0.1533
36 H -2.872 -2.310 -1.271  0.0740
37 H 0.641 -3.655 -3.444  0.4123
38 O -1.738 2.375 -1.165  -0.3495
39 C 2.904 0.686 3.569  0.6619
40 C 3.019 -1.814 -0.649  1.8667
41 N 0.214 0.967 0.614  0.9530
42 C -0.636 -2.777 2.093  0.5552
43 O 3.611 -1.175 -1.763  -0.3424
44 H -0.703 0.520 3.769  -0.3842
45 H -2.359 -3.514 -0.405  -0.2157
46 O -2.598 1.146 3.520  -0.2902
47 H -0.664 1.101 -3.656  0.0752
48 O -0.581 -1.560 2.209  -0.0791
49 H 3.665 -3.506 0.740  0.3152
50 H 4.938 4.064 -0.626  0.4343
51 H 4.980 1.131 4.344  0.2900
52 C -2.648 -3.446 -1.419  0.6757
53 H -1.883 -0.697 -4.653  0.3826
54 H -3.388 0.025 -4.534  0.4912
55 H -4.471 0.906 1.890  0.2754
56 H 1.440 -3.009 2.021  -0.0211
57 O 2.701 3.880 -1.647  -0.3038
58 C -2.388 0.095 -4.641  -1.5656
59 C 3.927 1.705 4.160  -1.2534
60 H -2.276 0.542 -5.702  0.2908
61 H -3.359 4.322 -3.204  0.3495
62 H 4.924 -3.343 -0.730  0.3138
63 H -1.023 2.048 4.536  0.6379
64 H 0.216 1.041 1.625  -0.0672
65 C -2.217 2.781 -2.189  0.5776
66 O -1.505 -3.374 -2.314  -0.3807
67 C -2.587 1.918 2.440  0.7313
68 H -2.214 4.770 -2.083  0.3415
69 H -3.717 1.807 0.822  -0.0002
70 H -3.028 -2.341 2.914  0.7535
71 H -1.783 0.329 -2.482  0.1981
72 H 4.235 2.706 3.583  0.2017
73 H -3.512 -4.264 -3.012  0.3589
74 H -0.178 -2.269 -4.172  0.3387
75 H -2.505 0.608 6.321  0.3487
76 H 0.477 -4.495 2.467  0.5540
77 H -4.610 -4.458 -1.560  0.4545
78 H 1.825 5.415 -3.564  0.5793
79 O -1.771 -3.413 1.991  -0.4090
80 H 3.671 2.173 5.100  0.4334
81 H 2.301 -0.261 5.563  0.3397
82 H 4.479 3.102 0.906  0.0173
83 C -1.711 0.816 -3.388  0.4721
84 C -1.425 1.117 4.380  0.2642
85 C -0.420 -2.516 -2.202  0.3924
86 C -4.263 -3.748 1.929  -1.1706
87 C -3.026 -2.750 2.004  -0.4042
88 H -3.153 -5.568 -1.598  0.2459
89 O 1.989 0.398 -2.088  -0.1760
90 C -2.898 4.149 -2.230  -1.0896
91 C 4.300 3.346 -0.237  -0.6136
92 H 3.339 -4.052 -1.078  0.2582
93 H 0.650 4.639 -1.630  0.3942
94 C 3.947 0.446 -3.490  -1.5530
95 O -2.231 2.105 -3.377  -0.3708
96 H 1.964 -1.970 -0.785  -0.6354
97 O -1.749 2.732 2.110  -0.5776
98 C 2.857 3.721 -0.397  0.7958
99 H -0.728 0.467 6.270  0.3494

Values from the calculation:
ΔE to the lowest compared entry with this formula, charge and spin, eV: 0.000
2S+1: 1
Charge: +1
E_LUMO, eV: -1.69


This record from OMol25 describes a structure of composition C27H58O4OsP2Si. The level of theory is ωB97M-V/def2-TZVPD.

Last column: Löwdin spin population.
Cartesian coordinates (Å):
1 Os -0.476 -1.819 -0.998  2.3968
2 H -3.723 -1.318 4.977  0.0000
3 H 2.860 3.154 -0.643  0.0034
4 H -4.135 -1.882 2.544  0.0000
5 H 1.398 -1.341 -4.833  -0.0004
6 H 2.170 -1.212 0.487  0.0019
7 H -2.684 3.455 2.597  0.0000
8 H 1.612 1.944 -0.286  -0.0002
9 H -2.239 0.675 -5.116  0.0008
10 C 0.057 3.319 2.886  0.0001
11 C 2.531 -1.586 3.283  0.0001
12 H 1.549 -3.483 -0.195  0.0127
13 P 0.112 0.613 -4.418  0.1591
14 H 1.295 1.505 -6.445  0.0123
15 H -2.341 0.701 -1.794  0.0040
16 H 1.036 2.834 2.803  0.0000
17 C -1.059 -4.303 -2.788  0.0671
18 C 2.234 2.035 -2.378  0.0446
19 C -2.342 3.011 3.542  0.0001
20 C -0.586 -2.128 -4.409  0.0134
21 Si -0.328 -0.090 2.058  0.0239
22 H 2.497 2.761 -3.161  0.0125
23 H 2.050 -4.171 -2.453  0.0003
24 H 0.418 -3.121 1.150  0.0040
25 C -0.386 1.032 -2.699  0.1505
26 H -2.092 -0.908 5.538  0.0000
27 H -1.618 2.301 -4.727  0.0003
28 C -0.511 1.732 4.680  0.0003
29 H 3.043 0.346 0.452  -0.0001
30 H -1.196 0.971 5.059  0.0000
31 H 1.497 0.161 -2.563  0.0195
32 H -3.307 -0.387 2.082  0.0002
33 C 0.343 -1.067 -4.997  -0.0036
34 H -0.825 -4.915 -3.662  0.0105
35 H 0.479 1.278 4.572  0.0000
36 C -3.152 -1.450 2.304  0.0015
37 C -2.768 -0.859 4.677  0.0009
38 H 2.306 -1.362 4.333  0.0000
39 C -1.360 2.360 -0.838  0.0071
40 H 2.401 -2.727 -3.416  0.0004
41 H 0.149 4.138 3.614  0.0000
42 C 3.489 0.695 3.068  0.0005
43 H 3.872 -1.129 0.988  0.0001
44 H -2.283 2.124 -2.803  0.0035
45 H -0.915 4.021 -2.072  0.0001
46 H 1.818 -2.331 2.914  0.0001
47 O -0.849 -1.196 3.161  0.0120
48 C -0.432 3.372 -1.339  0.0018
49 H -1.666 -3.700 3.086  0.0000
50 C -2.106 -3.096 3.888  0.0001
51 H 0.213 -1.071 -6.096  -0.0002
52 H 3.540 -2.019 3.239  0.0000
53 P 0.009 -2.798 -2.768  0.1197
54 O -0.448 -0.540 0.525  0.2258
55 C 2.913 -0.590 1.009  0.0021
56 C -1.693 1.545 -2.099  0.0242
57 H 3.131 1.422 -2.268  0.0012
58 H 1.393 2.590 -5.054  -0.0001
59 H -0.441 2.528 5.434  0.0000
60 H -1.601 -1.755 -4.225  0.0009
61 C 1.664 -3.522 -3.249  0.0212
62 C -2.209 -1.630 3.487  0.0008
63 C 0.844 3.672 -1.116  -0.0004
64 H 1.609 -4.118 -4.170  0.0009
65 C -1.383 1.348 -5.210  0.0615
66 H -0.965 1.694 -0.058  -0.0005
67 H 3.253 0.864 4.125  0.0000
68 C 2.513 -0.307 2.457  0.0004
69 O -1.192 1.290 2.353  0.0049
70 H 3.443 1.653 2.534  0.0000
71 O 1.204 0.312 2.517  0.0036
72 H 1.150 4.719 -1.126  0.0001
73 H -0.682 -2.971 -5.105  0.0013
74 H -0.944 -4.888 -1.867  0.0015
75 C -0.990 2.323 3.363  0.0010
76 H -0.484 -0.046 -2.191  0.0233
77 H -1.486 -3.195 4.789  0.0000
78 H -2.984 0.188 4.427  0.0000
79 H 4.513 0.305 2.999  0.0000
80 H -2.774 -1.956 1.407  0.0012
81 C 0.494 -3.256 0.065  0.0302
82 H -0.208 3.749 1.915  0.0000
83 H -3.115 2.305 3.877  0.0000
84 H 2.404 1.135 -5.091  -0.0006
85 H -2.077 -3.900 -2.865  0.0027
86 H -2.261 3.812 4.289  0.0001
87 H -2.255 2.878 -0.450  0.0010
88 C 1.946 2.689 -1.018  0.0200
89 H -1.232 1.553 -6.284  0.0043
90 H -3.104 -3.501 4.115  0.0000
91 C 1.415 1.535 -5.355  0.0879
92 C 1.109 1.161 -2.799  0.3692
93 H -0.068 -4.163 -0.173  0.0287

Values from the calculation:
ΔE to the lowest compared entry with this formula, charge and spin, eV: 2.233
<S²>: 6.02
2S+1: 5
Charge: +2
E_LUMO (spin up / spin down), eV: -7.31 / -9.02


This record from OMol25 describes a structure of composition C27H59FN9NaO10P3. The level of theory is ωB97M-V/def2-TZVPD.

Last column: Mulliken charge in e.
Cartesian coordinates (Å):
1 H -4.611 1.077 -3.857  0.3434
2 C -1.798 2.417 -2.654  -0.9830
3 H 4.769 2.799 -2.321  0.3343
4 C -0.327 2.637 3.792  -1.2204
5 H 0.546 3.318 3.827  0.2214
6 H 2.959 1.715 1.396  -0.0741
7 H -4.714 -2.160 -3.265  0.3019
8 C -4.958 -1.701 -2.325  -0.9641
9 H 3.110 4.733 0.769  0.2304
10 Na -0.293 0.340 0.138  0.7400
11 H -5.998 -1.369 -2.348  0.3781
12 H -4.854 -2.470 -1.549  0.2216
13 H 1.768 -2.873 4.333  0.2543
14 H 0.939 0.087 3.264  -0.2426
15 O -3.240 -3.701 3.181  -0.4509
16 P -2.629 -0.183 -2.512  -0.8726
17 O 0.153 -1.254 1.621  -0.1430
18 N 2.505 -1.259 2.684  0.8386
19 H -3.305 0.055 3.663  0.6031
20 H 3.863 -2.608 -0.731  0.3130
21 C -1.865 1.181 2.501  0.3536
22 H -0.781 2.073 -2.822  0.3008
23 P 2.157 2.455 -1.159  -0.5759
24 H 1.916 3.688 1.678  0.0879
25 C 3.798 1.578 0.742  -0.9743
26 C -4.176 -3.593 2.201  0.4216
27 H -0.433 3.516 -0.089  0.0156
28 N -4.103 -0.515 -1.925  0.8251
29 H -1.069 -0.668 -5.179  0.2764
30 H 2.773 4.909 -2.334  0.3337
31 H 1.841 -4.676 4.232  0.3462
32 H 4.610 -1.394 2.302  0.1825
33 H 3.430 4.380 -3.956  0.3805
34 H -2.239 -1.276 1.238  -0.7101
35 H 5.785 2.481 -0.943  0.3959
36 C 3.153 -3.183 -0.104  -1.1543
37 C -2.392 -2.364 1.491  1.5443
38 H -3.952 2.738 -4.124  0.4464
39 C -1.836 -2.427 -3.440  -0.9114
40 C -2.155 -0.790 -5.123  -1.0563
41 H 3.931 -2.884 2.920  0.3977
42 C -0.629 2.066 2.548  0.4206
43 H 5.027 1.126 -1.640  0.2928
44 H -1.197 -3.414 2.913  -0.8983
45 C 1.978 -0.211 3.566  -0.9072
46 N 2.047 -2.342 0.171  0.7502
47 O 1.470 1.159 -1.084  0.4557
48 H 0.619 -4.588 0.700  0.2269
49 H 1.432 5.137 1.026  0.4838
50 N -2.749 1.402 -3.132  0.3477
51 C 2.546 1.845 -3.746  -1.0772
52 H -2.597 0.162 -5.374  0.3614
53 C 1.345 -3.767 3.866  -0.8934
54 P 1.424 -2.038 1.664  -0.1729
55 H -0.758 -2.251 -3.436  0.2337
56 C -2.415 0.712 3.699  -1.0485
57 H -3.412 0.493 -0.107  0.1176
58 H 3.877 0.547 0.478  0.3409
59 C -4.302 0.102 -0.584  -0.7408
60 H 4.733 1.693 1.281  0.4871
61 H 1.912 -0.394 4.660  0.4051
62 H 0.091 5.140 -0.565  0.5793
63 O -1.416 -0.214 -1.665  -0.0665
64 N -2.557 -1.243 -3.790  0.1753
65 H -0.026 3.985 -1.830  0.0558
66 C 2.589 4.302 -3.235  -1.1122
67 H 1.449 -2.787 -1.743  0.6293
68 H 0.027 -5.259 2.115  0.3898
69 H 3.794 -3.479 0.748  0.2422
70 H -2.089 -1.936 3.595  -0.0031
71 H -2.465 -1.551 -5.855  0.3535
72 H -1.872 2.591 -1.531  0.1368
73 H -4.599 2.214 -2.499  0.1830
74 C -2.136 -2.779 2.893  1.3128
75 O -2.248 0.907 1.325  -0.7815
76 N 1.366 -3.561 2.372  0.3096
77 H -2.045 3.315 -3.241  0.3940
78 H -2.136 -2.875 -2.484  0.1961
79 O 0.059 2.165 1.489  0.7756
80 O -3.733 -2.744 1.242  -0.4391
81 H -2.029 -3.255 -4.161  0.3628
82 H 2.722 0.934 -3.224  0.2928
83 H 1.699 -5.644 1.749  0.3569
84 N 1.574 3.811 -0.462  0.3943
85 N 2.292 2.915 -2.763  0.4535
86 O -0.201 2.469 6.122  -0.7495
87 F -1.639 -3.132 0.668  -0.3809
88 H 4.203 -1.492 3.970  0.3930
89 C 4.874 2.174 -1.435  -1.0651
90 H -5.054 0.867 -0.509  0.2997
91 C 3.864 -1.777 2.973  -1.2465
92 C 2.101 4.326 0.817  -1.0162
93 O -5.133 -4.295 2.132  -0.5926
94 H 2.800 -4.069 -0.649  0.3778
95 H -4.721 -0.728 0.061  0.2010
96 C 1.252 -1.965 -1.051  -0.5735
97 C 0.946 -4.858 1.699  -1.1686
98 O -2.738 0.974 5.943  -0.7115
99 H 0.224 -1.913 -0.793  -0.0956
100 C -0.805 2.197 5.067  0.2768
101 H 1.684 1.684 -4.418  0.3030
102 C -2.003 1.243 4.999  0.1726
103 C -4.039 1.916 -3.456  -1.0404
104 H 0.315 -3.773 4.187  0.3000
105 H 1.588 -1.047 -1.560  -0.2453
106 H 1.682 4.720 -3.710  0.2922
107 H 2.516 0.706 3.418  0.3654
108 H 3.446 1.979 -4.381  0.3739
109 C 0.149 4.133 -0.751  -0.7708
110 N 3.748 2.441 -0.503  0.1697

Values from the calculation:
2S+1: 1
Charge: -1
E_LUMO, eV: 1.66


Q: Which formula does entry 3 have?
A: C27H59FN9NaO10P3


Q: Among the records above, which one has the highest 2S+1?
A: C27H58O4OsP2Si


Q: Which value of charge does entry 2 give?
A: +2